No. 1
{
  "formula": "C8H14O2Si",
  "method": "ωB97M-V with the def2-TZVPD basis set",
  "elements": ["Si", "O", "O", "C", "C", "C", "C", "C", "C", "C", "C", "H", "H", "H", "H", "H", "H", "H", "H", "H", "H", "H", "H", "H", "H"],
  "coordinates": [[-0.1017, -2.0012, -0.7828], [-0.5223, -2.9341, 0.4648], [-1.1084, -2.3682, -2.0280], [-0.3628, 0.2714, 0.1833], [0.4521, 2.4805, 0.1641], [1.7008, -2.3278, -1.2882], [-1.6847, 1.7202, 1.2266], [0.3016, 0.5535, 1.5299], [-0.2480, 1.9392, 1.5089], [-1.7226, 0.7442, 0.3212], [0.3634, 1.2386, -0.7761], [1.7296, -3.3697, -1.7616], [1.4130, 2.6945, 0.2666], [1.3692, 1.0875, -1.1696], [-0.0629, 0.0272, 2.3007], [1.4055, 0.3686, 1.3519], [-0.1808, 1.5944, -1.6764], [2.3046, -2.1222, -0.4917], [-2.5235, 0.3924, -0.1481], [1.9701, -1.8080, -2.0939], [0.0443, 2.7422, 2.2038], [-2.4889, 2.2193, 1.5867], [-0.1752, 3.4163, -0.2098], [-0.2103, -3.3743, 1.2710], [-1.6620, -3.1846, -1.9531]],
  "forces_ev_per_angstrom": [[0.663, 2.618, 1.346], [-0.487, -1.227, 1.114], [-0.753, -0.843, 0.017], [1.899, -4.834, -3.677], [-6.153, 0.311, -1.121], [-3.797, -3.366, -0.198], [1.395, -1.421, -1.358], [2.399, 0.607, -3.317], [2.254, 3.299, -0.187], [1.638, 1.354, 2.581], [-0.529, 2.342, -0.489], [0.126, 0.889, 1.430], [4.115, 1.424, 1.019], [0.081, -0.989, 0.415], [-1.257, -2.309, 2.739], [-0.981, 0.705, 0.778], [-0.234, -0.919, 0.487], [1.923, 0.017, 2.056], [-3.215, -1.427, -1.984], [1.096, 2.810, -3.090], [-0.379, -0.855, 0.691], [-2.146, 1.801, 1.024], [1.528, -1.839, 0.618], [0.053, 0.662, -0.933], [0.761, 1.190, 0.039]],
  "lowdin_charge": [0.477, -0.137, -0.152, -0.334, -0.131, -0.134, -0.028, -0.122, -0.291, -0.070, -0.182, 0.074, 0.042, 0.098, 0.074, 0.147, 0.114, -0.009, 0.069, -0.033, 0.138, 0.075, 0.149, 0.082, 0.084],
  "e_tot_ha": -753.15575,
  "homo_lumo_gap_ev": 8.35,
  "spin_multiplicity": 1,
  "relative_energy_kj_mol": 257.9,
  "molar_mass_g_mol": 170.28
}

***

No. 2
{
  "formula": "C3H5NOS",
  "method": "ωB97M-V with the def2-TZVPD basis set",
  "elements": ["S", "O", "N", "C", "C", "C", "H", "H", "H", "H", "H"],
  "coordinates": [[1.0188, -1.6512, -0.2300], [-2.4620, -0.2438, -0.2245], [-0.1847, -0.4992, -0.1838], [-0.0112, 0.9019, -0.0813], [-1.4753, -0.9644, -0.0619], [1.1599, 1.4856, -0.1635], [2.0837, 0.9227, -0.3011], [-0.9505, 1.4351, 0.0539], [-1.4900, -2.0249, 0.1114], [1.2185, 2.5652, 0.0138], [1.0929, -1.9271, 1.0670]],
  "forces_ev_per_angstrom": [[0.780, -0.291, -0.520], [1.519, -1.450, 0.699], [-1.094, 0.461, 0.462], [-0.077, -0.285, -0.214], [-1.857, 1.944, -1.191], [0.876, 0.875, 0.373], [-0.267, 0.227, -0.009], [0.256, -0.240, -0.016], [-0.358, -0.764, 0.150], [0.058, -0.500, -0.267], [0.163, 0.021, 0.534]],
  "lowdin_charge": [0.859, 0.020, -0.498, -0.215, -0.360, -0.005, 0.036, 0.118, 0.100, 0.063, -0.119],
  "e_tot_ha": -645.45431,
  "homo_lumo_gap_ev": 9.84,
  "spin_multiplicity": 1,
  "relative_energy_kj_mol": 150.6,
  "molar_mass_g_mol": 103.15
}

***

No. 3
{
  "formula": "C10H25CaO6Sr",
  "method": "ωB97M-V with the def2-TZVPD basis set",
  "elements": ["Sr", "Ca", "O", "O", "O", "O", "O", "O", "C", "C", "C", "C", "C", "C", "C", "C", "C", "C", "H", "H", "H", "H", "H", "H", "H", "H", "H", "H", "H", "H", "H", "H", "H", "H", "H", "H", "H", "H", "H", "H", "H", "H", "H"],
  "coordinates": [[2.2720, -0.0511, 6.0079], [-2.1214, -3.4389, 5.3119], [0.2807, -0.7312, 0.5695], [1.7569, -0.2485, 2.1122], [4.6460, 0.4604, -1.1150], [-3.5122, -4.6256, 1.8275], [-3.2281, 2.3983, -0.1694], [-0.0339, -1.2019, 2.7035], [-3.4210, -4.3523, 0.4320], [-2.1550, -5.0453, -0.1372], [-3.3013, 4.6458, 0.6771], [-2.4256, 3.3881, 0.4568], [6.4214, 1.9768, -1.0738], [0.6633, -0.7233, 1.8228], [-4.6440, -4.9062, -0.2387], [5.0160, 1.7262, -1.5816], [-1.3376, 3.7878, -0.5989], [5.0625, 1.5687, -3.1318], [-3.7993, 4.9319, -0.2493], [-1.9455, -4.7161, -1.1550], [6.4651, 2.3047, -0.0352], [-0.8616, 2.8859, -0.9839], [-2.5579, 1.7760, -0.4610], [-4.8363, -4.3362, -1.1477], [-1.9966, 2.9440, 1.3550], [4.3830, 2.5574, -1.2708], [-4.5914, -5.9835, -0.3958], [5.4135, 2.5140, -3.5457], [4.0999, 1.2605, -3.5400], [-5.5248, -4.6762, 0.3608], [6.8985, 2.8479, -1.5230], [-1.3054, -4.7375, 0.4723], [7.0881, 1.1215, -1.1837], [-3.2686, -3.2986, 0.1984], [-2.6896, 5.4237, 1.1339], [-2.2430, -6.1317, -0.1389], [-1.6862, 4.4223, -1.4138], [-3.4123, -5.5779, 1.7577], [-4.0218, 4.5093, 1.4835], [1.0792, -0.3486, 0.1986], [-0.5761, 4.3066, -0.0167], [5.7561, 0.8129, -3.5001], [4.1937, 0.5598, -0.2741]],
  "forces_ev_per_angstrom": [[0.299, 0.374, -1.502], [-0.508, -0.206, -1.497], [-0.474, -0.143, -0.524], [2.789, 1.488, 0.446], [-1.252, -0.668, 0.820], [0.486, 0.242, 1.078], [-0.104, -0.351, 0.412], [-3.871, -2.239, 2.939], [1.319, -0.479, -2.031], [-0.199, 0.664, 0.393], [0.513, -0.893, 1.412], [-0.663, 1.642, -2.323], [0.927, 1.150, 0.530], [1.394, 0.353, 0.721], [-0.968, 0.865, -0.011], [1.777, -0.480, -1.963], [0.344, -0.380, 1.741], [-0.100, 0.582, 0.452], [0.197, 0.099, 0.172], [-0.159, -0.073, -0.015], [-0.401, -0.459, 0.443], [0.034, -0.037, -0.241], [-0.365, -0.511, -0.386], [0.205, -0.510, -0.392], [0.254, 0.370, 0.298], [-0.449, -0.204, -0.045], [0.006, 0.093, -0.207], [-0.321, 0.039, -0.244], [-0.156, 0.400, 0.094], [-0.049, -0.164, 0.189], [-0.071, -0.076, -0.651], [0.201, -0.113, -0.004], [-0.245, -0.047, -0.181], [-0.428, 0.198, 0.756], [0.252, 0.339, -0.674], [-0.039, -0.073, 0.057], [-0.231, -0.193, 0.204], [-0.151, -0.508, 0.813], [-0.469, -0.432, -0.293], [0.163, 0.253, -1.252], [0.260, 0.321, -0.318], [0.243, -0.112, 0.597], [0.011, -0.120, 0.182]],
  "lowdin_charge": [1.806, 1.761, 0.161, -0.034, -0.036, -0.096, -0.048, -0.064, -0.495, -0.049, -0.051, -0.469, -0.071, -0.937, -0.048, -0.482, -0.050, -0.042, 0.094, 0.096, 0.068, 0.066, 0.072, 0.100, 0.120, 0.137, 0.094, 0.082, 0.076, 0.087, 0.084, 0.069, 0.091, 0.141, 0.079, 0.086, 0.091, 0.079, 0.071, 0.125, 0.074, 0.085, 0.080],
  "charge": 3,
  "e_tot_ha": -1554.55058,
  "homo_lumo_gap_ev": 1.49,
  "spin_multiplicity": 1,
  "relative_energy_kj_mol": 708.5,
  "molar_mass_g_mol": 369.00
}

***

No. 4
{
  "formula": "C36H28Cl5N5OS4Ti",
  "method": "ωB97M-V with the def2-TZVPD basis set",
  "elements": ["Ti", "Cl", "Cl", "Cl", "Cl", "Cl", "S", "S", "S", "S", "O", "N", "N", "N", "N", "N", "C", "C", "C", "C", "C", "C", "C", "C", "C", "C", "C", "C", "C", "C", "C", "C", "C", "C", "C", "C", "C", "C", "C", "C", "C", "C", "C", "C", "C", "C", "C", "C", "C", "C", "C", "C", "H", "H", "H", "H", "H", "H", "H", "H", "H", "H", "H", "H", "H", "H", "H", "H", "H", "H", "H", "H", "H", "H", "H", "H", "H", "H", "H", "H"],
  "coordinates": [[0.2173, -0.0719, 1.1913], [-3.9331, -3.0266, -2.1861], [-2.9017, -0.3416, -1.1106], [-0.2277, -5.6659, 0.7015], [0.8634, -2.9525, 1.7406], [-2.6142, -5.6978, -1.3172], [4.4596, 0.6686, -1.0608], [-0.8522, -0.6098, 3.2325], [1.8325, -0.6553, -0.4376], [-0.0788, 0.1922, -3.2303], [1.3698, 1.1249, 1.9406], [-1.9318, 1.0790, -5.0451], [-1.3355, 1.3539, 0.9990], [3.3585, -1.1389, 2.2277], [3.9799, -0.3645, 1.2761], [-2.2098, -0.9659, -4.4399], [3.9361, 4.2284, -4.8360], [-1.3932, 2.4156, -5.1661], [2.5783, -1.3692, 4.4806], [2.8005, 2.7323, -3.3319], [-4.8213, 1.4450, 2.2436], [-3.2334, -0.6760, -5.3186], [-0.0965, 2.6331, -0.6673], [-2.5064, 3.0710, -0.1546], [-3.5387, -0.1871, 3.4658], [-2.5805, -2.9978, -1.1054], [2.2918, 1.7192, 2.7121], [2.8953, 3.3476, -4.5702], [3.1518, 0.9245, 3.4754], [2.3730, 3.1046, 2.7706], [-0.4635, -2.9646, 0.6179], [3.7449, 2.9915, -2.3428], [-0.9743, -1.7288, 0.2350], [-3.6526, 2.7860, 0.5181], [3.6503, 2.3045, -1.0113], [3.4304, -0.1501, 0.1553], [4.7889, 3.8677, -2.6171], [-4.7530, 0.4666, 3.1948], [-3.0579, 0.6015, -5.7019], [3.0583, -0.5534, 3.3211], [-1.4055, 0.1090, -4.2470], [-2.0060, -4.2052, -0.7176], [4.0709, 1.5384, 4.3126], [-1.3379, 2.3197, 0.0961], [3.3108, 3.7006, 3.5995], [4.1585, 2.9225, 4.3752], [-0.9381, -4.1922, 0.1724], [-2.4618, 1.0910, 1.7480], [-2.0701, -1.7919, -0.6221], [-2.3861, 0.1207, 2.7791], [4.8845, 4.4851, -3.8572], [-3.6661, 1.7769, 1.5058], [-1.3084, 2.6878, -6.2172], [2.6143, 2.1154, -0.7475], [-4.5662, 3.3305, 0.3104], [-2.0319, 3.1377, -4.6552], [1.6953, 3.6967, 2.1687], [4.7396, 0.9253, 4.9042], [0.6328, 1.8292, -0.6203], [5.7021, 5.1652, -4.0585], [2.1613, 3.1264, -5.3364], [-3.9827, -1.3957, -5.5910], [-2.4710, 3.8475, -0.9061], [0.3606, 3.5412, -0.2643], [-3.4954, -0.9374, 4.2443], [4.0113, 4.7062, -5.8044], [3.3388, -1.3645, 5.2664], [-3.6209, 1.2130, -6.3833], [2.3990, -2.3987, 4.1785], [-5.6343, 0.1964, 3.7612], [4.1065, 2.9018, -0.2216], [2.0036, 2.0206, -3.1452], [4.8876, 3.3905, 5.0223], [5.5304, 4.0683, -1.8523], [-2.0847, -1.8224, -3.9275], [-0.4071, 2.4204, -4.7062], [1.6695, -0.9418, 4.9066], [-5.7461, 1.9703, 2.0430], [3.3756, 4.7802, 3.6423], [-0.3283, 2.7933, -1.7192]],
  "forces_ev_per_angstrom": [[0.346, 0.086, 0.385], [0.010, 0.008, -0.002], [-0.004, 0.003, -0.025], [0.000, 0.009, -0.002], [0.025, 0.081, -0.040], [-0.001, 0.002, 0.004], [-0.101, -0.030, 0.013], [-0.156, -0.103, 0.060], [-0.080, -0.060, 0.000], [0.037, -0.068, -0.059], [-0.161, -0.255, -0.248], [0.009, -0.004, -0.003], [-0.010, 0.066, -0.171], [0.031, 0.076, 0.014], [-0.099, -0.064, 0.062], [0.001, 0.003, 0.002], [0.006, 0.003, 0.008], [0.003, 0.012, -0.009], [0.001, 0.006, -0.001], [0.017, -0.045, -0.060], [0.003, -0.003, 0.000], [-0.011, 0.014, -0.003], [0.024, 0.053, -0.008], [-0.004, -0.003, -0.013], [0.005, 0.012, 0.008], [-0.015, -0.015, -0.006], [0.010, 0.041, 0.043], [-0.006, -0.005, 0.006], [0.022, -0.051, -0.066], [-0.013, 0.017, 0.004], [-0.029, -0.021, 0.000], [0.021, 0.004, 0.025], [0.093, 0.161, -0.026], [-0.044, 0.027, -0.016], [0.059, -0.015, -0.023], [0.137, 0.100, -0.054], [-0.035, 0.031, 0.013], [-0.014, -0.008, 0.011], [0.002, -0.004, 0.004], [0.001, -0.013, -0.035], [-0.007, 0.024, -0.006], [0.002, 0.010, 0.002], [0.009, 0.024, 0.017], [-0.092, -0.039, 0.064], [-0.004, -0.013, 0.004], [-0.008, -0.011, -0.002], [0.009, 0.000, 0.015], [-0.015, 0.020, 0.040], [-0.005, -0.014, 0.020], [0.026, 0.024, -0.003], [-0.003, 0.000, -0.004], [0.049, -0.040, 0.020], [-0.007, -0.001, 0.000], [-0.072, 0.034, 0.002], [0.001, 0.004, 0.004], [0.001, -0.003, 0.002], [0.000, 0.000, 0.005], [0.006, -0.003, 0.000], [0.010, -0.043, -0.024], [0.002, 0.002, -0.001], [0.011, 0.006, 0.011], [-0.001, -0.003, -0.004], [0.012, 0.000, 0.002], [-0.003, 0.000, 0.009], [0.003, -0.002, 0.002], [0.004, 0.002, -0.002], [-0.015, 0.019, 0.018], [-0.002, -0.001, -0.004], [0.024, -0.011, 0.000], [-0.001, -0.002, 0.003], [0.015, -0.023, 0.006], [-0.007, 0.006, 0.020], [0.005, -0.003, 0.001], [0.006, 0.000, 0.000], [-0.006, 0.001, 0.009], [-0.015, -0.010, -0.003], [-0.018, -0.014, -0.016], [0.002, 0.005, -0.006], [0.000, 0.002, 0.001], [0.006, 0.006, 0.006]],
  "lowdin_charge": [0.642, 0.670, 0.741, 0.695, 0.703, 0.685, 0.902, 0.706, 0.618, 0.624, -0.277, -0.128, 0.019, 0.062, -0.029, 0.054, -0.096, -0.032, -0.028, -0.050, -0.030, -0.079, -0.042, -0.009, -0.087, -0.695, -0.291, -0.081, -0.114, -0.003, -0.696, -0.303, -0.304, 0.011, -0.420, -0.997, -0.048, -0.063, -0.059, -0.315, -0.810, -0.705, -0.015, -0.301, -0.078, -0.082, -0.700, -0.248, -0.655, -0.558, -0.087, -0.174, 0.094, 0.032, 0.127, 0.093, 0.113, 0.119, -0.001, 0.100, 0.096, 0.115, 0.122, 0.107, 0.108, 0.098, 0.087, 0.118, 0.064, 0.109, 0.084, 0.051, 0.101, 0.114, 0.110, 0.043, 0.067, 0.115, 0.104, 0.069],
  "e_tot_ha": -6480.94800,
  "homo_lumo_gap_ev": 6.54,
  "spin_multiplicity": 1,
  "relative_energy_kj_mol": 146.0,
  "molar_mass_g_mol": 900.05
}

***

No. 5
{
  "formula": "C3H6N4O",
  "method": "ωB97M-V with the def2-TZVPD basis set",
  "elements": ["O", "N", "N", "N", "N", "C", "C", "C", "H", "H", "H", "H", "H", "H"],
  "coordinates": [[0.3267, 1.8081, 0.0337], [2.9381, -0.5926, -0.2013], [2.3598, 0.6658, -0.0550], [-0.9712, 1.4003, -0.2678], [0.2556, -0.4599, -0.0227], [-2.2012, -0.7831, -0.0428], [1.1043, 0.6413, -0.0453], [-0.9464, 0.0047, -0.0734], [-2.8394, -0.4803, 0.8166], [-1.9658, -1.8221, -0.0283], [2.3962, -1.3137, 0.3191], [3.9189, -0.5003, 0.1709], [-1.6062, 1.9402, 0.3431], [-2.7694, -0.5084, -0.9467]],
  "forces_ev_per_angstrom": [[1.227, 0.377, -0.239], [1.431, -0.576, 1.016], [-0.552, 0.492, -0.259], [-0.849, -0.549, 0.798], [-0.968, -0.188, 0.029], [-0.683, 1.412, -0.136], [-0.477, 0.315, 0.345], [0.770, 0.393, -0.116], [0.491, -0.336, -0.400], [0.008, -0.684, 0.067], [0.707, 0.592, -0.459], [-1.616, -0.396, -0.461], [0.418, -0.497, -0.426], [0.092, -0.353, 0.242]],
  "lowdin_charge": [-0.007, -0.036, 0.005, 0.066, 0.184, -0.004, -0.431, -0.366, 0.098, 0.074, 0.071, 0.091, 0.159, 0.095],
  "e_tot_ha": -412.09154,
  "homo_lumo_gap_ev": 8.48,
  "spin_multiplicity": 1,
  "relative_energy_kj_mol": 308.2,
  "molar_mass_g_mol": 114.11
}

***

No. 6
{
  "formula": "C10H8N5O4S2",
  "method": "ωB97M-V with the def2-TZVPD basis set",
  "elements": ["S", "S", "O", "O", "O", "O", "N", "N", "N", "N", "N", "C", "C", "C", "C", "C", "C", "C", "C", "C", "C", "H", "H", "H", "H", "H", "H", "H", "H"],
  "coordinates": [[-1.9858, -1.2256, -0.6490], [-1.2231, 1.6003, -0.1006], [4.7630, -2.2377, 2.1251], [3.1413, 1.7192, 2.1731], [4.4111, -3.4590, 0.3324], [1.6024, 2.9699, 1.0287], [2.2002, 1.9147, 1.1239], [1.0063, -1.3273, -3.8434], [-3.6492, 0.6248, 0.2061], [4.2768, -2.3957, 0.9872], [3.7426, 0.4867, 2.0869], [3.1968, -0.0891, 0.9794], [2.8720, -1.6683, -0.8640], [-2.3489, 0.3486, -0.1764], [1.5734, 0.4073, -0.8085], [1.3861, -1.1040, -2.7601], [-4.1844, 1.9666, 0.0983], [1.9304, -0.7954, -1.4602], [-4.6414, -0.4341, 0.2614], [3.4877, -1.3679, 0.3648], [2.2262, 0.7354, 0.3802], [-3.4176, 2.7082, 0.3399], [-4.2235, -1.3269, 0.7383], [-5.0122, -0.7055, -0.7333], [-5.4724, -0.0457, 0.8522], [0.8155, 1.0872, -1.2073], [3.1168, -2.6009, -1.3684], [-4.5758, 2.1712, -0.9076], [-5.0142, 2.0430, 0.8007]],
  "forces_ev_per_angstrom": [[0.343, -0.331, -0.082], [0.432, 0.741, 0.055], [-1.039, 0.220, -2.127], [-0.817, 0.161, -0.770], [-0.034, 1.677, 1.161], [0.745, -1.174, 0.190], [0.089, -0.900, -0.465], [0.815, 0.400, 2.232], [0.439, -0.140, -0.273], [1.137, -1.854, 0.644], [-0.957, -0.737, -1.846], [1.275, 0.004, 2.033], [0.531, 0.236, 1.194], [-0.956, -0.396, 0.233], [-0.301, -0.412, -1.357], [-0.699, -0.321, -1.853], [-0.027, 0.049, 0.284], [-0.200, 1.342, 0.873], [0.070, 0.193, 0.096], [-1.150, 0.270, -1.123], [0.447, 1.114, 0.788], [-0.209, -0.255, -0.068], [-0.110, 0.258, -0.192], [0.038, -0.098, 0.006], [-0.100, -0.119, 0.030], [0.265, -0.290, 0.012], [-0.042, 0.199, 0.298], [0.071, -0.028, -0.026], [-0.056, 0.190, 0.053]],
  "lowdin_charge": [0.450, 0.539, 0.064, 0.032, 0.020, 0.068, -0.145, 0.154, -0.331, -0.324, 0.125, -0.143, 0.084, -1.326, 0.035, -0.180, -0.133, -0.191, -0.154, -0.069, -0.109, 0.019, 0.045, 0.077, 0.068, 0.036, 0.133, 0.086, 0.069],
  "charge": -1,
  "e_tot_ha": -1756.78139,
  "homo_lumo_gap_ev": 4.43,
  "spin_multiplicity": 1,
  "molar_mass_g_mol": 326.34
}